Here is C21H19Br2N2O6S2SiSn as an isolated structure at a distorted geometry from the OMol25 dataset. Energies are from wB97M-V/def2-TZVPD.

Output
total energy: -7820.59834 a.u.
charge: +1
strongest force on any atom: 0.0538 hartree/bohr

```
54
Properties=species:S:1:pos:R:3:lowdin_charge:R:1
Sn 0.5663 -0.1134 0.0812 1.34
Br -0.8246 -0.2903 -6.7759 0.85
C -0.3590 -0.2425 -4.9565 -0.64
C 0.2325 0.8882 -4.4023 -0.05
C 0.4982 0.8727 -3.0451 -0.07
N 0.2213 -0.1691 -2.2809 0.03
C -0.2934 -1.2842 -2.8026 -0.17
C -0.6137 -1.3502 -4.1527 -0.02
C -0.4814 -2.4221 -1.8801 -0.17
C -1.0789 -3.6079 -2.2840 -0.02
C -1.2028 -4.6512 -1.3707 -0.64
Br -2.0722 -6.2346 -1.8834 0.86
C -0.6896 -4.4960 -0.0873 -0.04
C -0.1218 -3.2767 0.2407 -0.06
N -0.0478 -2.2763 -0.6238 0.04
H 0.4723 1.7504 -5.0069 0.12
H 0.9521 1.7167 -2.5429 0.13
H -1.0504 -2.2284 -4.5995 0.11
H -1.4584 -3.7375 -3.2830 0.11
H -0.7377 -5.2973 0.6349 0.12
H 0.2946 -3.0899 1.2233 0.13
O 2.4432 -1.5063 3.7219 -0.25
S 2.5708 -1.1101 2.3560 0.56
O 2.7421 -2.1579 1.3979 -0.28
O 1.2762 -0.3190 1.9852 -0.42
C 3.8340 0.1485 2.2775 -0.22
C 4.5636 0.3334 3.4433 -0.02
C 5.5159 1.3380 3.5228 -0.02
C 5.7477 2.1585 2.4283 -0.03
C 5.0248 1.9659 1.2611 -0.03
C 4.0684 0.9662 1.1932 -0.24
S 3.1486 0.9280 -0.3177 0.57
O 3.9296 1.4878 -1.3660 -0.23
O 2.6505 -0.4479 -0.6230 -0.36
O 1.8806 1.7066 -0.0627 -0.36
H 4.3476 -0.3086 4.2825 0.12
H 6.0676 1.4839 4.4400 0.12
H 6.4688 2.9575 2.4833 0.12
H 5.1757 2.5819 0.3890 0.12
C -5.1452 1.7259 -0.5186 -0.18
Si -4.1825 1.8064 1.1188 0.53
C -4.8077 0.5857 2.4301 -0.18
C -3.7799 3.5522 1.7337 -0.18
C -2.4650 1.0952 0.6597 -0.17
C -1.3492 0.7060 0.4442 -0.17
H -6.1544 2.1091 -0.3991 0.03
H -5.2240 0.7027 -0.8770 0.03
H -4.6605 2.3147 -1.2924 0.03
H -5.7835 0.8776 2.8072 0.03
H -4.1268 0.5373 3.2752 0.03
H -4.8987 -0.4165 2.0194 0.03
H -4.6787 4.0785 2.0416 0.03
H -3.2992 4.1406 0.9564 0.03
H -3.1060 3.5174 2.5857 0.03
```

Here is a 7-piece molecular cluster, C41H50N8O3P overall at a distorted geometry from the OMol25 dataset. Energies are from wB97M-V/def2-TZVPD.

Output
total energy: -2596.75445 a.u.
charge: +1
strongest force on any atom: 0.1181 hartree/bohr

```
103
Properties=species:S:1:pos:R:3:lowdin_charge:R:1
C 8.5765 4.5402 1.0132 -0.13
O 9.7469 4.5818 0.1106 -0.25
C 9.3490 4.2011 -1.2799 -0.20
C 8.9995 5.5030 -2.2192 -0.17
C 7.4391 5.9995 -2.1499 -0.23
C 7.2994 7.6226 -1.8490 -0.19
C 5.8914 7.8942 -0.9950 -0.18
C 4.5359 7.6363 -1.9365 -0.11
N 3.9874 6.2690 -1.4611 -0.16
C 3.2123 6.3410 -0.1703 0.09
C 2.6182 4.9020 0.4421 0.06
C 2.9695 3.5348 -0.4568 -0.22
P 2.4698 1.7568 0.0283 0.92
O 0.7772 1.6044 0.4078 -0.32
O 2.9729 0.6382 -1.2184 -0.31
C 3.8289 3.8678 -1.8536 0.01
N 4.2866 5.2215 -2.2760 0.10
H 7.9612 3.5454 0.9692 0.10
H 7.9360 5.5077 0.7669 0.08
H 8.9294 4.6691 2.1420 0.11
H 10.2602 3.5717 -1.6995 0.14
H 8.4207 3.4734 -1.2736 0.12
H 9.6722 6.4434 -1.9922 0.12
H 9.2401 5.1986 -3.3455 0.12
H 6.9228 5.7850 -3.1884 0.11
H 6.9058 5.3446 -1.3311 0.08
H 7.3654 8.2761 -2.8278 0.13
H 8.2197 7.8884 -1.1377 0.12
H 5.9027 7.1552 -0.0577 0.11
H 5.8789 8.9885 -0.5203 0.13
H 4.9028 7.5534 -3.0551 0.15
H 3.7333 8.4884 -1.7929 0.14
H 3.0312 7.3629 0.3756 0.15
H 1.9971 4.8229 1.4309 0.12
H 0.7375 1.3180 1.3865 0.09
H 3.9347 0.8932 -1.4442 0.08
H 4.0613 2.9034 -2.5177 0.13
N 1.0474 -2.3778 2.5745 0.06
C 1.7241 -3.0861 3.5049 -0.14
C 3.0877 -2.9686 3.7215 -0.06
C 3.8044 -2.0734 2.9344 -0.07
C 3.1359 -1.3310 1.9664 -0.09
C 1.7697 -1.5154 1.8269 -0.17
H 1.1215 -3.7735 4.0914 0.09
H 3.5791 -3.5610 4.4849 0.11
H 4.8750 -1.9550 3.0742 0.11
H 3.6658 -0.6255 1.3366 0.06
H 1.2022 -0.9566 1.0879 0.08
N -2.1130 2.2512 -3.3950 0.05
C -3.4429 2.0206 -3.3345 -0.14
C -4.0466 1.2436 -2.3588 -0.07
C -3.2390 0.6631 -1.3867 -0.07
C -1.8655 0.8805 -1.4234 -0.08
C -1.3548 1.6758 -2.4366 -0.17
H -4.0301 2.4925 -4.1169 0.08
H -5.1204 1.0944 -2.3573 0.09
H -3.6761 0.0465 -0.6066 0.08
H -1.2089 0.4418 -0.6807 0.08
H -0.2897 1.8783 -2.5061 0.09
N -4.8955 -2.3352 -0.6677 0.05
C -5.0417 -2.5919 0.6507 -0.15
C -5.9066 -3.5481 1.1583 -0.07
C -6.6726 -4.2851 0.2614 -0.08
C -6.5458 -4.0425 -1.1025 -0.08
C -5.6511 -3.0679 -1.5143 -0.15
H -4.4248 -1.9886 1.3103 0.10
H -5.9814 -3.7139 2.2270 0.10
H -7.3626 -5.0425 0.6220 0.11
H -7.1289 -4.5995 -1.8271 0.10
H -5.5136 -2.8440 -2.5685 0.10
N -6.2600 3.5896 -5.3615 0.05
C -6.8905 4.5185 -6.1132 -0.15
C -8.2627 4.7116 -6.1086 -0.08
C -9.0386 3.9011 -5.2867 -0.08
C -8.4185 2.9341 -4.5022 -0.07
C -7.0394 2.8190 -4.5722 -0.15
H -6.2422 5.1237 -6.7402 0.10
H -8.7154 5.4749 -6.7312 0.10
H -10.1176 4.0221 -5.2574 0.11
H -8.9951 2.2864 -3.8516 0.10
H -6.5085 2.0817 -3.9765 0.08
N -0.3110 -6.3429 4.1287 0.06
C -0.3144 -6.1763 2.7880 -0.15
C -0.4060 -7.2208 1.8820 -0.07
C -0.4956 -8.5169 2.3786 -0.08
C -0.4926 -8.7208 3.7546 -0.09
C -0.4010 -7.6124 4.5811 -0.17
H -0.2391 -5.1470 2.4497 0.09
H -0.4068 -7.0284 0.8151 0.10
H -0.5675 -9.3612 1.6991 0.11
H -0.5606 -9.7185 4.1732 0.11
H -0.3985 -7.7192 5.6623 0.11
N -4.6974 -8.3395 6.2005 0.06
C -5.8886 -8.9760 6.2376 -0.15
C -6.3766 -9.7586 5.2035 -0.08
C -5.5993 -9.8954 4.0583 -0.08
C -4.3687 -9.2506 3.9893 -0.08
C -3.9643 -8.4925 5.0764 -0.15
H -6.4595 -8.8357 7.1509 0.10
H -7.3396 -10.2491 5.2888 0.10
H -5.9494 -10.4998 3.2264 0.10
H -3.7396 -9.3368 3.1106 0.09
H -3.0102 -7.9728 5.0723 0.08
```

Here is a 8-piece molecular cluster, C24H57ClNO24P4S2 overall at a distorted geometry from the OMol25 dataset. Energies are from wB97M-V/def2-TZVPD.

Output
energy relative to the best compared isomer or geometry (same formula, charge and spin): 5.471 eV
total energy: -5431.17958 a.u.
charge: -1
strongest force on any atom: 0.0780 hartree/bohr

```
113
Properties=species:S:1:pos:R:3:lowdin_charge:R:1
Cl 0.5388 -1.5913 -1.5519 0.54
O 1.7189 -2.4359 -1.6763 -0.40
O -0.6167 -2.3590 -1.8442 -0.38
O 0.3512 -1.1516 -0.2383 -0.39
O 0.7071 -0.4218 -2.2875 -0.36
C 4.7532 -9.4857 -5.7242 -0.20
C 3.6806 -9.3149 -4.5529 -0.18
C 3.2941 -7.7960 -4.6022 -0.21
S 3.2943 -7.2793 -6.3665 0.73
O 4.3097 -6.2719 -6.6355 -0.34
O 1.9554 -7.3511 -6.9831 -0.36
C 4.0743 -8.8599 -6.9566 -0.23
H 5.1028 -10.5049 -5.8891 0.10
H 5.6874 -8.9771 -5.4860 0.11
H 4.0771 -9.5754 -3.5715 0.10
H 2.8370 -9.9727 -4.7618 0.10
H 4.1708 -7.3005 -4.1851 0.09
H 2.5011 -7.3523 -4.0002 0.10
H 4.7657 -8.4974 -7.7173 0.09
H 3.2996 -9.4124 -7.4884 0.09
C -1.2420 -6.6067 2.0007 -0.21
C -0.3542 -7.2019 0.8650 -0.20
C -0.7328 -8.6830 0.6156 -0.22
S -2.5185 -8.7619 1.1002 0.76
O -2.5883 -9.6872 2.2806 -0.38
O -3.4106 -8.8730 -0.0900 -0.38
C -2.6806 -6.9983 1.6329 -0.22
H -1.2281 -5.5287 2.1617 0.11
H -0.9985 -6.9765 2.9967 0.11
H 0.7240 -7.1883 1.0239 0.11
H -0.4702 -6.6845 -0.0873 0.12
H -0.2150 -9.4284 1.2192 0.09
H -0.5717 -9.0460 -0.3995 0.10
H -3.4634 -7.0118 2.3912 0.10
H -2.9945 -6.4004 0.7772 0.11
C -4.6759 -0.4010 4.1008 -0.13
O -5.5591 0.1564 3.1466 -0.23
P -7.1570 -0.2719 3.0860 0.45
O -7.4621 -1.6338 3.5383 -0.24
O -7.9053 0.9039 3.9090 -0.22
C -7.9734 0.9386 5.3619 -0.08
O -7.4284 0.0152 1.5419 -0.20
C -6.7903 -0.6433 0.5082 -0.13
H -5.1301 -1.2400 4.6279 0.08
H -4.1929 0.2327 4.8447 0.08
H -3.8363 -0.8555 3.5750 0.09
H -8.9864 0.9842 5.7616 0.09
H -7.2050 1.6208 5.7255 0.09
H -7.5829 0.0315 5.8232 0.07
H -7.4801 -1.3254 0.0113 0.09
H -5.8977 -1.1953 0.8029 0.09
H -6.4737 0.0341 -0.2848 0.09
C -0.4342 6.1741 -4.1873 -0.08
O -0.6935 7.3375 -3.4098 -0.24
P -0.5885 8.8373 -3.9033 0.43
O 0.7570 9.1687 -4.4236 -0.24
O -1.8067 8.8596 -5.0393 -0.24
C -3.1371 8.6310 -4.6153 -0.12
O -1.1239 9.6056 -2.5978 -0.21
C -1.5320 10.9533 -2.7129 -0.11
H -1.4105 5.7247 -4.3685 0.09
H 0.1822 5.4815 -3.6142 0.09
H 0.0602 6.3784 -5.1370 0.09
H -3.6012 9.6036 -4.4515 0.08
H -3.1843 8.2523 -3.5943 0.08
H -3.6381 7.9689 -5.3216 0.10
H -1.1385 11.4305 -1.8154 0.09
H -2.6187 11.0321 -2.6801 0.08
H -1.2153 11.4413 -3.6347 0.09
C -4.1194 4.0352 0.1646 -0.09
O -4.1573 5.5017 0.2821 -0.23
P -5.7017 6.1262 0.4027 0.45
O -6.7079 5.9117 -0.6791 -0.25
O -5.4180 7.6616 0.7209 -0.24
C -6.5534 8.5368 0.7686 -0.09
O -6.1428 5.5937 1.8620 -0.24
C -5.3502 5.9531 3.0216 -0.08
H -5.1005 3.5692 0.2571 0.08
H -3.6077 3.6264 1.0359 0.08
H -3.6394 3.5865 -0.7050 0.09
H -6.6246 9.0263 1.7399 0.08
H -7.4716 8.0153 0.4986 0.09
H -6.3672 9.4387 0.1854 0.08
H -4.8457 5.0475 3.3584 0.09
H -5.9608 6.2567 3.8720 0.08
H -4.7117 6.8106 2.8093 0.08
C 5.1001 -2.5439 3.8614 -0.11
O 6.4482 -2.2801 3.4978 -0.22
P 7.6089 -2.0733 4.5978 0.45
O 7.4025 -2.6534 5.9533 -0.25
O 8.9155 -2.6666 3.8637 -0.22
C 9.4627 -1.9347 2.7254 -0.08
O 7.7288 -0.4432 4.4900 -0.25
C 8.4357 0.3170 5.4459 -0.11
H 5.0203 -3.2379 4.6981 0.08
H 4.4351 -2.9145 3.0814 0.09
H 4.6107 -1.6214 4.1740 0.09
H 9.4123 -2.6704 1.9226 0.09
H 10.4977 -1.6780 2.9510 0.09
H 8.9265 -1.0439 2.3981 0.08
H 9.4795 0.2577 5.1377 0.09
H 8.3913 -0.1847 6.4126 0.08
H 8.0611 1.3349 5.5538 0.09
N 5.0709 2.4364 -0.8486 0.01
C 6.0158 1.9018 -0.0355 -0.16
C 7.2071 2.6221 -0.0819 -0.12
C 6.9667 3.6259 -1.0172 -0.14
C 5.6155 3.5542 -1.4712 -0.11
H 4.1963 1.9736 -1.0509 0.16
H 5.7554 1.0144 0.5222 0.11
H 8.0805 2.3224 0.4783 0.08
H 7.6581 4.4134 -1.2785 0.08
H 5.0788 4.2314 -2.1191 0.09
```